1.
ORCA calculation (ωB97M-V with the def2-TZVPD basis set) on a molecular structure, C9H36F2FeN19O13S2 at a distorted geometry.

Last column: Mulliken spin population.
Atoms and positions in Å:
Fe: 1.130 3.433 -0.589  6.3536
N: 1.018 1.513 -0.341  -0.1197
S: 0.090 0.215 -0.561  0.3683
O: -0.922 0.048 0.479  0.0740
O: 0.579 -1.011 -1.190  0.0867
F: -0.665 0.864 -1.802  0.0429
S: 2.112 0.579 0.574  0.2877
O: 3.161 -0.045 -0.082  0.0703
O: 1.597 -0.022 1.804  0.0986
F: 2.828 1.848 1.233  0.0108
C: -0.048 0.053 5.210  -0.0024
O: 0.932 0.658 5.581  -0.0004
N: -1.054 -0.282 6.037  0.0001
N: -0.233 -0.546 4.090  0.0030
H: -1.722 -0.973 5.731  0.0001
H: -1.181 0.125 6.951  -0.0001
H: -1.148 -0.664 3.681  -0.0001
H: 0.479 -0.560 3.374  -0.0062
C: -1.978 3.662 -1.495  -0.0058
O: -0.851 3.507 -1.079  -0.1481
N: -2.261 4.158 -2.687  0.0076
N: -3.048 3.138 -0.991  0.0092
H: -3.200 4.445 -2.919  0.0006
H: -1.481 4.621 -3.133  0.0037
H: -3.951 3.278 -1.418  0.0012
H: -3.037 2.737 -0.064  -0.0058
C: 0.942 -4.143 -4.079  -0.0349
O: 1.789 -4.901 -4.530  0.8223
N: -0.268 -4.607 -3.905  0.1823
N: 1.012 -2.829 -3.774  0.0262
H: -0.571 -5.476 -4.323  -0.0116
H: -1.008 -3.931 -3.772  0.0004
H: 0.190 -2.329 -3.470  0.0032
H: 1.971 -2.507 -3.848  -0.0072
C: 4.054 -1.884 -3.296  -0.0020
O: 3.580 -1.827 -4.430  0.0158
N: 3.428 -2.209 -2.132  0.0009
N: 5.324 -1.649 -3.114  0.0027
H: 2.419 -2.234 -2.120  0.0041
H: 3.922 -1.946 -1.293  -0.0007
H: 5.681 -1.781 -2.179  0.0000
H: 5.885 -1.356 -3.899  -0.0002
C: 0.535 3.428 2.709  0.0667
O: 0.965 3.621 1.591  -0.1208
N: -0.427 2.539 2.897  0.0074
N: 0.707 4.194 3.737  0.0023
H: -0.813 2.386 3.815  0.0020
H: -0.689 2.000 2.084  0.0035
H: 0.535 3.948 4.700  0.0014
H: 1.252 5.018 3.529  -0.0004
C: -2.610 -2.201 -1.952  -0.0050
O: -1.953 -3.210 -2.172  0.0023
N: -3.319 -2.009 -0.898  0.0014
N: -2.633 -1.165 -2.732  0.0073
H: -3.954 -1.227 -0.851  -0.0009
H: -3.173 -2.731 -0.209  -0.0002
H: -2.165 -1.208 -3.624  0.0002
H: -3.175 -0.357 -2.466  0.0013
C: 3.287 -3.300 4.048  -0.0013
O: 4.383 -2.877 3.827  -0.0002
N: 2.177 -2.723 3.624  -0.0013
N: 2.992 -4.476 4.553  0.0001
H: 1.239 -3.009 3.859  -0.0002
H: 2.220 -1.800 3.217  0.0032
H: 3.792 -5.008 4.862  0.0000
H: 2.136 -4.625 5.065  0.0000
C: -4.260 1.351 2.163  0.0008
O: -3.316 2.091 2.224  -0.0013
N: -4.257 0.068 1.781  0.0016
N: -5.471 1.606 2.660  0.0001
H: -5.122 -0.449 1.732  -0.0002
H: -3.402 -0.375 1.479  0.0008
H: -5.716 2.577 2.788  -0.0001
H: -6.290 1.017 2.668  0.0000
C: 1.283 2.598 -3.767  0.0270
O: 1.252 3.220 -2.700  -0.1415
N: 0.336 1.768 -4.150  0.0057
N: 2.382 2.464 -4.435  0.0061
H: -0.599 1.778 -3.773  -0.0003
H: 0.610 1.031 -4.782  0.0000
H: 2.550 2.096 -5.360  -0.0002
H: 3.217 2.788 -3.969  0.0014

* orbital gap (spin up / spin down): 0.152 / 0.113 Eh
* LUMO energy (spin up / spin down): -2.51 / -7.50 eV
* net charge: +1
* multiplicity: 9
* expectation value of S²: 20.0152
* energy: -4642.5756 Eh
* HOMO (spin up / spin down): -6.64 / -10.57 eV

2.
ORCA calculation (ωB97M-V with the def2-TZVPD basis set) on 2 unconnected molecules or ions with the total composition C5H10O2 at a distorted geometry.

Last column: Löwdin charge in e.
Atoms and positions in Å:
C: 0.946 -1.650 -0.397  -0.0941
C: 1.825 -0.396 -0.401  -0.2572
C: 1.928 0.539 0.769  -0.0512
C: 1.027 0.888 -0.337  -0.3392
O: 0.354 1.735 -0.907  0.0821
H: 1.465 -2.623 -0.031  0.0921
H: 0.791 -2.148 -1.429  0.0961
H: -0.004 -1.589 0.088  0.0448
H: 2.596 -0.585 -1.259  0.1717
H: 1.553 0.231 1.765  0.1245
H: 2.869 1.104 0.817  0.1187
C: -2.827 0.667 0.002  -0.1961
O: -1.791 0.305 0.876  -0.1474
H: -3.399 -0.208 -0.493  0.0958
H: -2.334 1.348 -0.866  0.1045
H: -3.634 1.359 0.473  0.0862
H: -1.366 1.023 1.329  0.0688

* orbital gap: 0.353 Eh
* LUMO energy: 0.70 eV
* net charge: 0
* SMILES: C[C@@H]1CC1=O.CO
* energy: -346.8643 Eh
* HOMO: -8.91 eV

3.
ORCA calculation (ωB97M-V with the def2-TZVPD basis set) on a gas-phase ion, C4H9N6O2 (charge +1) at a distorted geometry.

Last column: Löwdin charge in e.
Atoms and positions in Å:
N: 1.994 -0.771 0.379  0.1570
C: 0.819 -1.463 0.114  -0.3334
N: 0.847 -2.880 -0.150  0.0928
C: -0.329 -0.830 -0.059  -0.1492
N: -1.560 -1.405 -0.187  0.1944
N: -2.582 -0.613 -0.158  -0.1891
O: -3.729 -0.871 0.019  0.2007
O: -2.113 0.740 -0.031  0.1062
C: -0.702 0.657 0.021  -0.0930
C: 0.007 1.884 -0.019  -0.3620
N: 1.352 2.051 -0.197  0.1317
N: -0.708 3.039 0.052  0.1422
H: 1.922 -0.147 1.064  0.0467
H: 2.797 -1.356 0.392  0.1059
H: 0.203 -3.208 -0.856  0.0786
H: 1.700 -3.532 0.076  0.1623
H: -1.710 -2.443 0.004  0.2414
H: 1.657 2.993 -0.236  0.0921
H: 2.141 1.387 -0.368  0.1213
H: -1.630 2.812 0.418  0.1118
H: -0.375 3.957 -0.277  0.1415

* orbital gap (spin up / spin down): 0.204 / 0.204 Eh
* LUMO energy (spin up / spin down): -4.93 / -4.93 eV
* net charge: +1
* SMILES: NC(N)=c1[nH][n+](=O)oc1=C(N)N
* energy: -636.3957 Eh
* HOMO (spin up / spin down): -10.48 / -10.48 eV

4.
ORCA calculation (ωB97M-V with the def2-TZVPD basis set) on a molecular structure, C16H27N5O5PdS3.

Last column: Löwdin charge in e.
Atoms and positions in Å:
Pd: -0.248 -0.476 0.226  0.7391
O: 2.228 0.341 3.100  -0.2870
S: 1.372 -0.255 2.124  0.2954
O: 1.269 -1.728 2.146  -0.3945
O: 1.720 0.128 0.678  -0.4599
O: -0.053 0.318 2.160  -0.4602
C: -1.060 3.397 1.930  -0.2162
S: 0.239 3.099 0.727  0.9567
O: -0.399 2.373 -0.415  -0.5626
C: 0.399 4.803 0.198  -0.3916
C: 1.145 5.682 0.969  -0.0871
C: 1.277 6.999 0.556  -0.0806
C: 0.682 7.420 -0.627  -0.0874
C: -0.043 6.525 -1.400  -0.0772
C: -0.187 5.206 -0.990  -0.0733
H: -1.901 3.880 1.429  0.0603
H: -0.667 4.031 2.724  0.0609
H: -1.318 2.420 2.328  0.0366
H: 1.625 5.339 1.878  0.1143
H: 1.855 7.694 1.151  0.1046
H: 0.793 8.446 -0.952  0.1019
H: -0.493 6.851 -2.329  0.1037
H: -0.730 4.478 -1.580  0.1027
C: -5.139 1.290 -1.435  -0.1586
C: -3.813 1.956 -1.126  -0.1805
N: -2.859 0.966 -0.669  0.0861
C: -3.178 -0.220 -0.100  -0.3506
N: -2.210 -0.985 0.326  -0.0929
C: -2.481 -2.246 1.009  -0.2130
C: -3.808 -2.827 0.563  -0.1571
C: -4.876 -1.765 0.724  -0.1546
N: -4.494 -0.572 -0.012  -0.0469
C: -5.526 0.424 -0.253  -0.1548
H: -5.045 0.662 -2.324  0.1231
H: -5.905 2.041 -1.627  0.1170
H: -3.958 2.731 -0.364  0.1170
H: -3.403 2.445 -2.010  0.1230
H: -1.891 1.269 -0.572  0.0644
H: -2.465 -2.079 2.091  0.1253
H: -1.658 -2.925 0.789  0.0988
H: -4.059 -3.710 1.151  0.1176
H: -3.746 -3.124 -0.486  0.1219
H: -5.016 -1.530 1.788  0.1319
H: -5.839 -2.099 0.333  0.1205
H: -5.682 1.049 0.637  0.1320
H: -6.458 -0.110 -0.440  0.1208
C: 3.737 -2.769 -2.524  -0.0691
N: 2.355 -2.334 -2.550  -0.0519
C: 1.582 -2.230 -1.465  -0.8058
N: 2.046 -2.603 -0.283  0.1419
S: -0.044 -1.694 -1.685  0.6617
H: 4.133 -2.726 -3.534  0.0882
H: 3.816 -3.798 -2.168  0.0913
H: 4.346 -2.119 -1.890  0.0932
H: 1.966 -1.958 -3.397  0.1154
H: 3.037 -2.727 -0.151  0.1102
H: 1.519 -2.384 0.577  0.0360

* orbital gap: 0.318 Eh
* LUMO energy: 0.48 eV
* net charge: 0
* energy: -2598.3690 Eh
* HOMO: -8.19 eV